The following is a quantum chemistry calculation of an isolated ion of composition C7H16N and charge +1, from the Open Molecules 2025 dataset.

```
24
Properties=species:S:1:pos:R:3:forces:R:3
C 0.395 -2.304 0.435 0.98 -0.09 -1.01
C -0.671 -1.752 -0.474 -0.33 0.49 1.20
C -1.179 -0.506 -0.403 -0.05 -1.89 -0.41
C -2.332 -0.173 -1.310 1.05 0.40 -0.76
C -0.554 0.467 0.558 0.62 0.02 -1.00
C 0.890 0.857 0.075 -0.69 -0.94 0.93
C 0.939 2.267 -0.402 0.17 1.19 -0.69
N 1.886 0.706 1.265 0.33 0.57 -1.36
H 1.382 -1.952 0.107 0.14 0.15 0.05
H 0.487 -3.371 0.231 -0.19 -0.03 0.57
H 0.343 -2.090 1.504 -0.44 -0.12 -0.01
H -1.091 -2.517 -1.110 -0.28 0.28 -0.30
H -3.077 0.508 -0.912 -0.07 -0.04 0.17
H -1.880 0.280 -2.206 -0.39 0.32 0.09
H -2.767 -1.091 -1.688 -0.35 -0.03 0.22
H -0.478 -0.079 1.500 -0.26 0.57 0.37
H -1.138 1.385 0.544 -0.13 -0.07 0.79
H 1.154 0.100 -0.656 0.52 0.28 -0.14
H 0.577 3.019 0.304 -0.28 -0.39 0.30
H 0.285 2.331 -1.271 -0.03 0.05 -0.04
H 1.902 2.687 -0.719 0.14 -0.63 -0.09
H 2.380 -0.183 1.358 -0.77 -0.37 0.17
H 2.644 1.349 1.037 -0.01 0.37 0.47
H 1.391 0.997 2.100 0.30 -0.08 0.47
```
Positions in Å, forces in eV/Å.

Calculated values
HOMO-LUMO gap: 0.33010 Eh
molecular weight: 114.21 g/mol
SMILES string: C/C=C(/C)C[C@@H](C)[NH3+]
strongest force on any atom: 1.9 eV/Å
net charge: +1
relative energy (zero: lowest compared OMol25 entry of this formula, charge and spin): 23.6 kcal/mol
LUMO: -0.12769 hartree
energy: -9001.2803 eV


The following is a quantum chemistry calculation of one molecule with the formula C7H16N2, from the Open Molecules 2025 dataset.

```
25
Properties=species:S:1:pos:R:3:forces:R:3
C 1.603 -0.614 2.057 0.10 0.26 -0.28
C 1.177 0.337 1.235 -0.35 -0.06 0.91
C -0.265 0.519 0.799 0.36 0.35 -0.20
N -1.078 -0.591 1.257 -0.07 -0.03 0.01
N -0.856 1.709 1.420 -0.13 0.00 0.06
C -0.247 0.765 -0.735 1.21 -1.06 -0.17
C -1.629 0.641 -1.356 0.27 0.07 -0.02
C 0.847 -0.160 -1.454 -1.21 0.76 -0.30
C 0.620 -1.665 -1.377 0.01 0.19 0.03
H 2.636 -0.682 2.358 0.15 0.09 0.09
H 0.924 -1.347 2.458 -0.14 -0.18 -0.05
H 1.830 1.146 0.929 0.20 -0.10 -0.19
H -0.869 -1.433 0.738 -0.05 -0.03 0.01
H -2.054 -0.361 1.115 0.00 -0.04 -0.05
H -0.235 2.505 1.323 -0.05 -0.03 0.00
H -0.972 1.528 2.412 0.08 0.03 0.02
H 0.106 1.791 -0.883 0.00 0.01 0.05
H -1.588 0.905 -2.412 -0.08 0.04 -0.06
H -2.019 -0.372 -1.281 -0.04 -0.08 -0.01
H -2.314 1.315 -0.844 -0.09 0.01 -0.04
H 1.872 0.065 -1.156 -0.18 0.15 0.27
H 0.791 0.145 -2.503 0.04 -0.09 -0.13
H -0.401 -1.931 -1.641 -0.10 -0.06 -0.03
H 0.837 -2.044 -0.381 0.04 -0.10 0.06
H 1.282 -2.170 -2.080 0.03 -0.09 0.02
```
Positions in Å, forces in eV/Å.

Calculated values
HOMO-LUMO gap: 0.37458 Eh
molecular weight: 128.22 g/mol
SMILES string: C=CC(N)(N)[C@H](C)CC
strongest force on any atom: 1.6 eV/Å
net charge: 0
relative energy (zero: lowest compared OMol25 entry of this formula, charge and spin): 22.0 kcal/mol
LUMO: 0.03887 hartree
energy: -10498.3037 eV


The following is a quantum chemistry calculation of a 2-piece molecular cluster, C7H16N2O overall, from the Open Molecules 2025 dataset.

```
26
Properties=species:S:1:pos:R:3:forces:R:3
C 2.946 1.103 1.266 -0.05 0.08 0.04
C 1.511 0.937 0.750 -0.01 0.36 0.80
C 0.585 0.406 1.861 0.03 0.00 -0.11
N 1.057 2.200 0.179 -0.02 0.17 -0.15
C 1.545 -0.041 -0.326 0.12 -0.17 -0.26
N 1.599 -0.817 -1.164 0.22 -0.34 -0.34
H 2.948 1.794 2.113 -0.01 -0.05 -0.03
H 3.355 0.146 1.589 -0.03 0.03 0.05
H 3.577 1.513 0.481 0.01 0.00 -0.03
H 0.922 -0.569 2.211 -0.02 -0.03 0.06
H 0.585 1.103 2.702 0.05 0.00 -0.06
H -0.430 0.315 1.475 0.05 0.00 0.04
H 0.122 2.084 -0.199 -0.05 0.03 0.11
H 1.020 2.911 0.902 0.01 -0.06 -0.02
C -1.305 -1.750 -2.119 -0.11 0.31 0.17
C -2.013 -0.686 -1.288 -0.53 -0.51 -0.06
C -2.386 -1.224 0.090 0.05 0.34 -0.45
O -1.208 0.470 -1.108 0.24 0.34 -0.03
H -0.394 -2.070 -1.620 0.02 -0.05 -0.04
H -1.958 -2.606 -2.264 -0.10 -0.10 -0.04
H -1.043 -1.350 -3.098 0.06 -0.03 -0.11
H -2.936 -0.377 -1.810 0.16 -0.11 0.13
H -3.129 -2.008 -0.014 -0.12 -0.15 0.03
H -1.511 -1.629 0.586 0.16 -0.09 0.09
H -2.803 -0.427 0.698 -0.08 0.09 0.14
H -0.654 0.574 -1.892 -0.04 -0.05 0.08
```
Positions in Å, forces in eV/Å.

Calculated values
HOMO-LUMO gap: 0.39262 Eh
molecular weight: 144.22 g/mol
SMILES string: CC(C)(N)C#N.CC(C)O
strongest force on any atom: 0.9 eV/Å
net charge: 0
relative energy (zero: lowest compared OMol25 entry of this formula, charge and spin): 27.6 kcal/mol
LUMO: 0.03262 hartree
energy: -12546.0762 eV


The following is a quantum chemistry calculation of an isolated ion of composition C7H16N2OP and charge +1, from the Open Molecules 2025 dataset.

```
27
Properties=species:S:1:pos:R:3:forces:R:3
C -0.658 -2.412 0.247 -3.42 4.61 -0.93
C -1.040 -1.047 0.295 0.34 -4.93 -1.24
N -0.192 -0.176 1.024 1.86 -0.45 1.04
C 1.066 0.580 0.150 -0.43 -0.45 2.41
C 1.685 1.329 1.336 3.53 -2.08 -2.67
N 0.715 1.371 -0.854 -0.40 1.44 -0.43
C 1.909 -0.617 -0.223 0.53 1.30 -3.16
C 2.557 -0.541 -1.594 2.05 -2.05 2.87
O 2.210 -1.422 0.575 0.21 -1.96 2.39
P -2.084 -0.254 -0.948 -0.04 0.67 -0.58
C -3.478 0.416 -0.015 -1.63 0.03 0.11
H -1.167 -3.226 -0.241 -0.34 0.33 -0.31
H 0.237 -2.607 0.658 2.87 -1.16 1.84
H 0.536 -0.737 1.560 -1.46 0.37 -0.05
H -0.703 0.457 1.667 0.50 -0.34 -0.56
H 2.203 0.532 1.956 -0.90 1.41 -0.07
H 2.507 1.889 0.779 -0.98 -0.07 1.41
H 0.924 1.905 1.736 -0.87 1.44 1.36
H 0.336 0.979 -1.683 -0.48 -0.11 -0.55
H 0.301 2.229 -0.532 -0.14 0.38 -0.57
H 3.357 0.166 -1.331 -0.30 0.56 -0.99
H 3.153 -1.498 -1.701 -1.12 0.91 -0.34
H 1.869 -0.310 -2.344 -0.44 0.57 -1.48
H -2.867 -1.329 -1.365 0.39 -0.61 -0.07
H -3.483 1.414 0.482 0.19 -0.64 -0.87
H -3.656 -0.331 0.745 -0.35 -0.06 0.47
H -4.334 0.256 -0.746 0.81 0.85 0.99
```
Positions in Å, forces in eV/Å.

Calculated values
HOMO-LUMO gap: 0.33211 Eh
molecular weight: 175.19 g/mol
SMILES string: C=C([NH2+][C@](C)(N)C(C)=O)PC
strongest force on any atom: 5.8 eV/Å
net charge: +1
relative energy (zero: lowest compared OMol25 entry of this formula, charge and spin): 3.9 kcal/mol
LUMO: -0.12656 hartree
energy: -21825.8649 eV


The following is a quantum chemistry calculation of an isolated ion of composition C7H16N3O and charge +1, from the Open Molecules 2025 dataset.

```
27
Properties=species:S:1:pos:R:3:forces:R:3
C 0.901 -1.133 0.723 0.87 2.97 0.84
C -0.061 -2.094 0.909 -3.91 -2.82 1.00
C 0.799 0.487 1.224 0.36 -3.32 -0.62
C 2.703 -0.085 -0.148 -3.01 2.58 -0.94
C 2.655 0.632 -1.496 -2.83 -3.81 -1.22
C -3.303 -0.063 -0.675 -0.02 -3.31 0.36
C -1.573 0.945 0.558 0.28 -2.52 0.26
N 2.112 0.813 0.801 0.60 1.30 0.71
N -0.181 1.169 0.503 0.03 1.24 1.31
N -1.849 -0.095 -0.429 -1.58 -0.84 -2.30
O 1.893 -1.269 -0.053 -0.22 -0.91 -0.57
H 0.017 -3.159 0.645 0.70 0.68 -1.03
H -0.516 -2.284 1.906 0.76 1.21 0.16
H 0.661 0.532 2.300 -0.22 -0.13 0.09
H 3.637 -0.307 0.129 3.50 -1.44 0.97
H 3.028 -0.048 -2.270 0.18 0.32 -0.04
H 3.165 1.531 -1.532 1.08 1.74 0.24
H 1.543 0.760 -1.759 1.58 0.12 0.30
H -3.746 -0.929 -1.240 0.97 0.55 0.50
H -3.797 -0.062 0.265 -0.52 -0.14 1.01
H -3.633 0.771 -1.159 -0.61 2.62 -1.48
H -2.137 1.787 0.330 -0.73 2.05 -0.32
H -1.989 0.553 1.529 0.92 0.44 -0.61
H 2.066 1.664 0.282 0.02 1.09 0.54
H 0.100 1.453 -0.396 0.42 0.34 -1.02
H -1.446 0.035 -1.407 -0.04 0.31 2.00
H -1.050 -1.603 0.457 1.44 -0.31 -0.14
```
Positions in Å, forces in eV/Å.

Calculated values
HOMO-LUMO gap: 0.32400 Eh
molecular weight: 158.23 g/mol
strongest force on any atom: 4.9 eV/Å
net charge: +1
relative energy (zero: lowest compared OMol25 entry of this formula, charge and spin): 63.9 kcal/mol
LUMO: -0.15276 hartree
energy: -14026.6413 eV


The following is a quantum chemistry calculation of an isolated ion of composition C7H16N4 and charge +2, from the Open Molecules 2025 dataset.

```
27
Properties=species:S:1:pos:R:3:forces:R:3
C 1.756 1.558 -2.988 0.69 -0.03 0.45
C 0.820 1.929 -1.940 -2.23 0.94 0.58
N -0.314 1.367 -1.542 2.81 -2.65 -1.47
N -1.125 1.969 -0.672 -1.48 2.12 0.23
C -1.762 1.481 0.312 0.08 0.63 0.75
N -1.629 0.289 0.899 -0.13 -2.30 1.96
C -2.162 -0.020 2.302 -0.94 2.62 -2.35
N -0.862 -0.741 0.340 -1.04 -0.41 -0.33
C 0.250 -1.169 0.860 1.07 -1.06 0.30
C 0.812 -2.493 0.518 -0.74 -1.63 -0.75
C 1.131 -0.414 1.768 -0.46 -1.06 1.10
H 1.452 0.950 -3.816 -0.81 0.16 -0.65
H 2.281 2.503 -3.236 -0.12 -0.93 -0.32
H 2.446 0.866 -2.519 0.89 0.07 0.35
H 1.064 2.913 -1.494 -0.66 -0.68 0.18
H -0.511 0.359 -1.889 0.17 2.29 0.29
H -2.473 2.100 0.934 0.93 -0.16 -1.27
H -2.920 -0.746 2.379 -0.59 -1.38 -0.54
H -1.373 -0.164 2.954 1.55 -0.38 1.29
H -2.678 0.908 2.534 0.13 0.08 0.50
H -1.422 -1.323 -0.314 0.72 0.05 0.67
H 1.123 -3.116 1.393 -0.01 0.97 -0.53
H 0.170 -3.158 -0.060 -0.69 0.18 0.14
H 1.612 -2.400 -0.201 0.89 0.35 0.19
H 1.481 -1.160 2.599 -0.97 1.60 -1.08
H 0.584 0.491 2.122 1.46 -0.34 -0.12
H 2.082 -0.390 1.179 -0.56 0.96 0.44
```
Positions in Å, forces in eV/Å.

Calculated values
HOMO-LUMO gap: 0.32430 Eh
molecular weight: 156.23 g/mol
SMILES string: C/C=[NH+]/N=C\N(C)[NH+]=C(C)C
strongest force on any atom: 4.1 eV/Å
net charge: +2
relative energy (zero: lowest compared OMol25 entry of this formula, charge and spin): 96.8 kcal/mol
LUMO: -0.30845 hartree
energy: -13458.5407 eV


The following is a quantum chemistry calculation of C7H16O as an isolated structure, from the Open Molecules 2025 dataset.

```
24
Properties=species:S:1:pos:R:3:forces:R:3
C -0.568 0.719 -0.185 -1.92 -0.42 5.23
C 0.140 -0.504 -0.430 1.45 0.08 -5.21
C 0.358 -0.214 -2.343 0.40 -1.82 2.01
C -1.120 0.305 1.657 0.03 1.99 -2.21
C 0.153 2.047 -0.172 0.08 0.08 0.02
C 1.489 -0.763 0.194 0.05 -0.06 -0.22
C -1.470 -1.104 2.074 0.17 -0.30 -0.37
O 1.700 -0.286 -2.771 0.03 -0.07 0.17
H 2.060 -1.140 -2.502 -0.06 0.19 -0.09
H -1.535 0.765 -0.687 0.14 -0.09 -0.07
H -0.486 -1.395 -0.437 -0.07 0.17 0.14
H -0.227 -1.042 -2.754 -0.05 -0.01 -0.05
H -0.040 0.709 -2.766 -0.06 0.20 0.74
H -1.993 0.961 1.699 0.02 -0.07 0.29
H -0.348 0.734 2.299 0.08 0.02 -0.18
H 0.686 2.229 0.763 -0.08 -0.08 0.04
H -0.558 2.862 -0.320 0.11 -0.04 0.08
H 0.910 2.121 -0.959 -0.11 -0.12 -0.13
H 2.213 0.028 -0.009 -0.11 0.05 -0.02
H 1.425 -0.895 1.276 -0.11 0.07 0.01
H 1.899 -1.695 -0.209 0.03 0.08 0.07
H -0.578 -1.731 2.166 -0.10 -0.01 -0.11
H -1.960 -1.128 3.057 0.06 0.18 -0.22
H -2.148 -1.582 1.360 0.03 -0.01 0.08
```
Positions in Å, forces in eV/Å.

Calculated values
HOMO-LUMO gap: 0.32154 Eh
molecular weight: 116.20 g/mol
strongest force on any atom: 5.6 eV/Å
net charge: 0
relative energy (zero: lowest compared OMol25 entry of this formula, charge and spin): 72.3 kcal/mol
LUMO: 0.03350 hartree
energy: -9563.1352 eV


The following is a quantum chemistry calculation of a 2-piece molecular cluster, C7H16O overall, from the Open Molecules 2025 dataset.

```
24
Properties=species:S:1:pos:R:3:forces:R:3
C -0.005 1.327 -2.961 0.04 0.56 0.24
C 0.516 1.476 -1.557 -0.02 -0.15 -0.46
C 1.012 0.440 -0.904 0.78 0.22 1.20
C 1.524 0.541 0.536 -0.73 -0.11 -0.77
C 0.447 0.141 1.568 -0.67 -0.11 -0.15
C 0.698 -1.184 2.293 0.80 0.37 0.29
C -0.545 -1.897 2.773 -0.37 -0.56 -0.06
H 0.661 0.686 -3.522 -0.12 -0.39 -0.23
H -0.067 2.262 -3.498 0.18 0.43 -0.07
H -1.023 0.954 -2.960 -0.01 -0.37 -0.11
H 0.517 2.457 -1.078 -0.23 -0.20 -0.05
H 1.184 -0.526 -1.368 -0.45 -0.03 -0.24
H 1.858 1.566 0.662 0.23 0.02 0.32
H 2.349 -0.156 0.597 0.50 0.12 0.33
H 0.244 0.919 2.310 0.36 0.08 -0.03
H -0.508 0.075 1.037 0.02 -0.15 -0.06
H 1.402 -0.988 3.117 -0.33 -0.03 0.10
H 1.287 -1.863 1.677 -0.20 -0.09 -0.43
H -1.209 -2.135 1.929 0.12 0.20 0.14
H -0.275 -2.865 3.206 -0.04 0.12 0.12
H -1.140 -1.355 3.516 0.21 0.10 -0.12
O -3.277 -0.132 -2.528 -0.69 -0.50 -0.13
H -3.142 0.795 -2.733 0.46 -0.11 0.26
H -2.510 -0.538 -2.113 0.12 0.58 -0.08
```
Positions in Å, forces in eV/Å.

Calculated values
HOMO-LUMO gap: 0.37748 Eh
molecular weight: 116.20 g/mol
SMILES string: C/C=C/CCCC.O
strongest force on any atom: 1.4 eV/Å
net charge: 0
relative energy (zero: lowest compared OMol25 entry of this formula, charge and spin): 26.9 kcal/mol
LUMO: 0.03369 hartree
energy: -9565.1035 eV


The following is a quantum chemistry calculation of a 2-piece molecular cluster, C7H16O overall, from the Open Molecules 2025 dataset.

```
24
Properties=species:S:1:pos:R:3:forces:R:3
C 0.272 1.707 0.681 0.22 -0.80 0.59
C 0.076 1.007 -0.648 0.22 -0.81 -0.11
C -1.325 0.410 -0.865 0.14 0.52 -0.39
C -2.400 1.488 -1.013 0.15 -0.37 0.03
O -1.669 -0.517 0.145 -0.07 -0.17 0.36
H -0.483 2.458 0.890 -0.14 0.06 0.14
H 1.246 2.189 0.713 0.09 0.13 -0.04
H 0.315 0.929 1.484 -0.29 0.76 -0.39
H 0.299 1.686 -1.471 0.03 -0.04 -0.12
H 0.802 0.159 -0.665 -0.51 0.78 -0.29
H -1.302 -0.187 -1.784 0.02 0.10 0.08
H -2.499 2.061 -0.092 -0.02 0.10 0.07
H -3.360 1.024 -1.231 -0.07 0.00 0.00
H -2.147 2.169 -1.821 0.01 0.12 -0.08
H -1.730 -0.037 0.979 0.00 -0.04 0.00
C 2.011 -0.980 1.505 0.34 -0.56 -0.32
C 1.962 -1.546 0.301 0.31 -0.44 0.74
C 0.948 -2.562 -0.110 -0.08 0.16 0.01
H 1.285 -1.224 2.266 -0.22 0.06 0.03
H 2.848 -0.373 1.810 0.03 0.28 -0.04
H 2.775 -1.389 -0.399 0.02 0.26 -0.07
H 1.423 -3.534 -0.246 0.04 -0.05 -0.02
H 0.493 -2.288 -1.058 -0.14 -0.02 -0.16
H 0.159 -2.651 0.631 -0.07 -0.02 0.01
```
Positions in Å, forces in eV/Å.

Calculated values
HOMO-LUMO gap: 0.38504 Eh
molecular weight: 116.20 g/mol
SMILES string: CC[C@H](C)O.C=CC
strongest force on any atom: 1.0 eV/Å
net charge: 0
relative energy (zero: lowest compared OMol25 entry of this formula, charge and spin): 26.6 kcal/mol
LUMO: 0.03806 hartree
energy: -9565.1183 eV


The following is a quantum chemistry calculation of a 2-piece molecular cluster, C7H16O2 overall, from the Open Molecules 2025 dataset.

```
25
Properties=species:S:1:pos:R:3:forces:R:3
C 0.091 1.406 -1.805 2.52 3.47 2.96
C -0.651 0.237 -2.289 -6.15 -0.69 1.27
O -1.924 -0.008 -2.352 5.02 1.66 0.26
O 0.178 -0.639 -2.751 -1.86 -3.29 -4.36
H -0.234 2.205 -0.825 0.21 -2.86 -3.26
H 1.247 1.157 -1.523 -2.98 0.29 -0.92
H 0.122 2.012 -2.735 0.19 0.15 0.63
H -0.533 -1.207 -3.398 2.82 1.56 2.58
C -0.348 -2.777 0.233 -1.19 0.67 0.89
C 0.643 -1.451 0.257 -0.42 -1.14 -1.29
C -0.226 -0.255 0.988 2.82 -1.90 2.12
C 0.715 0.790 1.486 0.99 4.39 -0.48
C -0.069 2.049 2.299 0.72 -1.20 -1.41
H -1.120 -2.764 1.169 2.41 -0.54 -1.74
H -1.080 -2.509 -0.531 0.01 0.13 -0.27
H -0.030 -3.833 -0.131 0.10 1.87 1.23
H 0.799 -1.268 -0.961 -0.09 -0.13 3.84
H 1.736 -1.597 0.727 -2.68 0.22 -0.78
H -0.762 0.295 0.253 -1.75 -0.41 -0.11
H -0.669 -0.569 2.082 0.01 0.06 -3.29
H 1.077 1.531 0.707 0.07 -1.75 -0.04
H 1.669 0.397 1.928 -1.13 0.45 0.35
H -0.141 1.577 3.353 -0.19 1.92 -1.31
H 0.705 3.036 2.056 -2.70 -2.71 1.49
H -1.196 2.186 1.761 3.27 -0.23 1.66
```
Positions in Å, forces in eV/Å.

Calculated values
HOMO-LUMO gap: 0.39178 Eh
molecular weight: 132.20 g/mol
SMILES string: CC(=O)O.CCCCC
strongest force on any atom: 6.3 eV/Å
net charge: 0
relative energy (zero: lowest compared OMol25 entry of this formula, charge and spin): 141.4 kcal/mol
LUMO: 0.01896 hartree
energy: -11608.1191 eV